# 1
Formula: C28H65Br2F3N13O29S
Source: OMol25
Level of theory: ωB97M-V/def2-TZVPD

Geometry as XYZ:
```
141
C28H65Br2F3N13O29S (ωB97M-V/def2-TZVPD)
N 1.32245 6.49357 -9.25625
H 3.83249 -0.37948 -4.46614
H 0.64284 -1.48910 2.00610
N -6.07206 4.15129 -0.91276
N -0.53957 0.87490 10.99423
O -0.35372 -7.13518 3.47993
C -2.81311 -0.66802 3.49441
C -0.34400 -3.20769 -6.68675
N 0.97430 -2.63568 -7.07127
H -0.10439 3.34311 -4.20756
H 1.81867 -1.22964 6.14701
H 4.66246 2.60923 -4.05842
C -3.83245 -4.02856 6.42183
H 4.60158 3.72873 -2.67003
C -1.82881 -3.41140 2.87558
O 0.19775 0.05154 10.48134
H -0.31331 3.37688 -2.43738
C 1.61480 -0.18318 -0.35596
H 4.84513 -0.18012 3.33135
O 1.01931 7.44585 -9.93908
C -1.96929 0.60285 3.29063
O 5.59743 -2.02625 3.12668
O 6.99776 3.65029 -2.48350
H 3.54738 0.15699 5.16383
C 2.73845 -0.19477 4.51632
H 2.63375 7.06564 -5.66245
H 0.13259 5.02280 -10.14524
H -2.37863 -1.25414 4.30308
H 0.54076 4.71381 -3.25214
H 2.49885 -1.96983 3.25486
H -2.59329 4.60330 5.59533
C 1.44546 0.31963 1.08083
O -4.41893 -5.10612 8.37572
O -1.84912 -0.27426 -3.81478
N 2.57561 0.91776 -5.51596
H -6.25137 6.23166 -1.08537
N -1.05302 3.53905 6.52664
H -2.39843 -7.44055 5.66714
H -3.98991 0.81316 -4.80009
H -1.72061 -9.06448 5.33710
H -2.09535 1.95347 10.10473
H -4.80817 5.65206 -0.19740
C -2.98557 -1.50177 2.20778
H -4.87569 5.51648 -1.97847
C 4.49117 -1.16485 3.00274
H -2.47790 -8.12390 4.01792
H -0.55423 -0.50228 1.19993
N 6.40994 2.67911 -2.91090
N -0.57883 -7.46226 4.63352
H -3.82287 -0.36164 3.78106
H -0.89161 -5.26856 2.43957
N -2.29530 0.82559 -3.57555
Br 0.13553 0.43740 -1.46699
H -4.59227 -3.26450 6.56456
H -3.73697 -4.28780 5.37484
O -4.43464 -6.26354 6.55086
H -2.18666 1.26954 4.13170
C -5.45098 5.49771 -1.05891
F 2.77560 0.31920 -0.80762
H -0.77815 -2.55218 -5.93546
H 3.14511 5.69068 -6.68740
H -0.58769 -0.63888 5.47806
O -0.30486 2.69569 6.05391
O -1.45336 3.54338 7.66800
H -3.97324 -1.95660 2.13846
H 4.51886 1.96542 -2.38864
H 4.21831 -1.03094 1.94408
N -4.26568 -5.23406 7.18140
N -1.53482 4.69891 -3.51441
C 4.92698 2.75655 -3.01425
N 3.71839 5.57228 -4.68410
O -1.64315 1.78942 -3.19550
C 1.69102 -1.73830 -0.45546
O -5.85687 3.33099 -1.78614
O 2.37564 6.35832 -8.65646
O 1.45691 1.29995 -5.21224
H -2.22553 1.17050 2.39316
O -3.28607 -6.63280 -8.49063
C 3.26795 -1.51414 3.89108
H 2.39382 0.14196 1.59389
F 2.35120 -2.27703 0.56730
O 3.39898 1.57661 -6.11402
O -1.63496 5.41768 -4.48582
C 3.43915 6.37756 -5.90314
H -1.72730 -4.73851 -10.51924
O -2.40241 4.51998 -2.67648
S -0.16718 0.34596 3.37272
C -2.63679 -5.24507 -10.21560
O -1.91214 -2.41808 1.97280
H 4.33289 -3.63461 2.57456
Br 2.70560 -2.15331 -2.07726
C -0.58984 -4.27480 2.75198
H 2.56293 0.58022 3.76321
H -0.00986 -4.28471 3.67386
C -3.76064 1.02490 -3.75954
H -0.97038 -3.25474 -7.56921
H 1.38014 0.46259 6.04904
H -0.67271 2.92457 10.59598
O 1.14152 -2.32602 -8.23011
H -2.94120 -0.78388 1.38114
H 2.12957 -0.90690 -4.59092
H 6.08079 -3.95923 2.67733
C -0.24941 3.97065 -3.33529
H -4.26963 0.32996 -3.09774
H 1.23998 1.39082 1.07581
O 2.79835 4.90266 -4.24244
O 4.83370 5.62776 -4.20659
O 6.92840 1.63603 -3.26506
F 0.51239 -2.30614 -0.53750
H 0.72579 4.61976 -8.50647
H -1.17563 5.57998 6.08971
O -6.75072 3.96298 0.07642
O -1.23685 -5.94685 -8.50306
H -4.00610 2.05190 -3.50731
H -2.87665 -3.71239 6.83182
H 3.50854 -2.16392 4.73223
H 0.05953 -3.87744 1.96186
O -2.65563 -3.64822 3.69502
C 1.53657 -0.43844 5.44857
H 4.33934 6.91531 -6.17753
C 0.34972 -0.45724 1.81342
H -1.06951 4.51086 4.66027
C 5.25062 -3.40818 3.12391
H 0.17896 -1.83637 4.43683
H 3.19628 -1.01147 -6.01222
O 1.80359 -2.51471 -6.18371
H -2.95351 -5.96016 -10.96913
C -1.50854 4.64790 5.64227
N -2.36300 -6.00539 -8.96379
C 2.96152 -0.46228 -5.11496
H -0.16629 -4.20148 -6.28582
H -0.58805 1.88036 9.15097
H -3.42656 -4.53162 -9.99816
C 0.31945 5.39802 -9.14328
H -0.58126 5.82431 -8.71090
O -0.92574 0.85887 12.14290
C -1.01062 1.99922 10.13835
C 0.21286 -0.78892 4.74610
C -1.90351 -8.07178 4.93573
O 0.19307 -7.33120 5.55923
H 5.20705 -3.74832 4.16555
```

Properties
frontier orbital gap = 8.9 eV
total charge = +1

# 2
Formula: C28H65N3O14S
Source: OMol25
Level of theory: ωB97M-V/def2-TZVPD

Geometry as XYZ:
```
111
C28H65N3O14S (ωB97M-V/def2-TZVPD)
H -1.07989 -0.73204 -1.02279
H 1.07894 -1.28504 1.64075
H 1.99085 -2.47059 0.69165
H -0.20575 4.73215 8.50231
H 0.33316 -2.28538 -6.16548
N -0.73716 -2.94387 2.62721
C 0.51419 -1.95976 -5.14036
N -0.24427 5.40761 5.92495
H 4.31153 1.99682 -3.15666
H 4.02833 3.65607 -2.62687
H -6.33186 -4.40565 -4.30188
H 0.61976 4.89022 5.82390
O 5.04371 5.26458 -0.15689
O -2.60492 -1.93848 -3.09752
H -1.58039 3.74059 5.97642
H -3.53855 -4.70627 -0.19554
O 0.14816 -2.03040 -0.06040
H 3.66159 6.54650 0.72072
O 0.32378 4.20413 3.10416
H 1.72753 3.54473 9.00322
C -1.57681 -2.77927 -3.73596
O -4.74479 -6.10249 -4.91763
H 5.48011 7.26034 -0.53615
S -2.96563 -0.72558 -4.11418
C 0.49610 -3.33023 1.95778
C 1.38566 -4.82379 -2.63232
O -2.19552 -3.53332 -4.72374
O 1.33094 -0.81480 -5.21883
C -0.80692 -3.56259 -2.68232
H 2.07439 -4.14208 -3.13514
H -5.69304 -3.00123 -5.14702
C 0.99653 -2.21353 1.06820
H 1.04575 -2.75615 -4.60939
H -1.59806 6.44571 4.73263
H -2.60360 -3.33310 0.41096
C 4.00278 5.50906 0.78382
C -0.76914 -1.66271 -4.40936
C -5.43227 -3.80886 -4.47126
O -1.79005 -0.98572 -5.17165
H 2.84077 4.92049 -1.42436
C 1.68623 3.35616 7.92586
H 2.13897 4.66206 1.39448
H -4.19268 -4.57238 -6.09808
H 1.25497 -3.53874 2.71777
H -0.10208 -2.86415 -2.22663
C -0.66616 5.88378 4.61307
C -2.71924 -4.42104 0.46581
H -1.50259 -3.90766 -1.91821
H 0.08774 6.59337 4.26326
H 1.55337 -0.98180 -3.15289
H 0.12250 0.04960 0.02354
C -0.86958 4.84857 3.51335
H 2.12883 0.51330 -3.87692
C -0.61864 3.95362 7.85422
H -5.05835 -6.24550 -4.01932
O 2.40639 2.34470 -2.54815
C -0.55767 -0.80279 -0.06785
H 4.41482 5.34730 1.78405
C 2.06238 -0.56312 -4.03096
O -3.05034 -4.85752 1.76745
H -0.49959 -6.67568 -3.33566
H -2.21796 -3.55958 3.93196
H 1.78381 -5.83342 -2.75840
O 0.38186 3.00034 7.51646
H -1.62745 4.10207 3.77939
H -1.24228 5.37602 2.63150
C -1.21622 4.56462 6.60636
H 2.33764 2.51537 7.69395
C 5.26799 6.32456 -1.06300
H -1.18372 -5.71299 2.01783
H 3.07165 -0.98258 -4.09830
H 1.35153 3.29637 4.68125
H -1.38447 -2.58042 1.93922
H -2.07932 5.17535 6.88747
H 6.13616 6.05825 -1.66352
H -3.18304 -4.63084 -3.22387
C 1.15340 3.85662 -1.04932
H -2.34098 -5.90985 3.32667
H 1.23115 2.38949 3.17176
N 2.15770 4.84697 -0.68115
C -4.34262 -4.72780 -5.02959
H 0.42096 3.79373 -0.23774
H 0.62295 4.23113 -1.92815
C 3.79042 2.60932 -2.41933
H -1.40458 3.43175 8.40725
C -1.95544 -5.19188 2.59829
C -0.02675 -4.77634 -3.20584
C 0.68893 3.05500 3.84516
H 0.74537 1.83255 -1.54097
H -2.46194 -5.56099 -4.52786
H -5.13448 -3.38435 -3.51028
H -0.68254 -4.39103 4.11986
H -0.18772 2.52665 4.22906
C 2.84850 4.55777 0.56857
H 1.36101 -4.60548 -1.56296
C -2.99952 -4.63954 -4.30303
C -1.39147 -4.01017 3.37737
O -4.19554 -0.92390 -4.79017
H -1.29934 -0.75159 0.73595
O -0.74269 -5.94074 -2.76636
H 3.25488 3.53576 0.59955
H 2.17222 1.99416 -0.52441
H 4.15974 2.35221 -1.42277
H -0.01039 -4.77263 -4.30099
O -2.72657 0.47323 -3.37734
C 1.63400 2.44672 -1.36758
H 2.05526 4.24421 7.40064
H 4.41329 6.48441 -1.72971
H 0.38605 -4.23245 1.33786
H -0.54320 -0.96897 -3.58846
H -1.80142 -4.89523 0.10456
```

Properties
frontier orbital gap = 9.1 eV
total charge = 0

# 3
Formula: C28H65N4O12S6
Source: OMol25
Level of theory: ωB97M-V/def2-TZVPD

Geometry as XYZ:
```
115
C28H65N4O12S6 (ωB97M-V/def2-TZVPD)
H -1.32956 0.24110 2.11461
H -3.67153 7.69610 -6.12063
C -6.62146 -6.44686 0.25534
C -1.59819 -2.28872 1.03971
H 10.17364 2.86422 -2.62964
S -5.94970 -1.14263 0.84079
C 2.68115 1.23066 0.70894
H 8.97722 -1.02679 1.78191
H -1.30043 -2.46843 -1.07135
C -2.09959 0.95021 2.39316
H 10.80419 2.65783 -1.00214
O 8.00972 2.82787 -1.07197
H 0.89201 -2.44481 0.59316
H 9.14277 4.30048 -0.12143
O 4.57719 -2.44891 2.28373
H -0.92074 -2.16459 1.87736
H 11.01298 4.20533 -1.82596
H 6.38562 0.70643 -1.09771
H -4.40605 6.16488 -5.56904
H 3.65552 1.45086 1.10813
H 1.82450 -0.20654 -1.92337
C -0.50780 2.81383 3.13518
C -9.08224 1.02248 -0.88654
C -6.10713 -7.86729 0.13394
C -3.40777 0.68489 1.63628
C -1.33610 3.57158 -5.54314
H 8.22557 -3.34184 1.46326
H -6.32251 -8.25973 -0.85976
H 0.93349 -2.15842 -1.17248
H 6.87532 -2.27882 1.11203
C 0.15416 3.80212 -5.36694
O -2.56016 5.37955 -7.50723
S -5.11308 -5.44381 2.11762
C 1.40627 1.56957 -1.24697
S -2.17209 5.92320 -6.24553
C -4.52772 -0.52294 -0.02594
H 5.74122 1.87472 0.09935
C 9.01411 3.86758 -1.11422
H 4.68576 -4.99083 3.43016
H -2.53086 3.02015 2.45532
H -7.08404 0.70421 -1.49093
H 8.90663 -1.81818 3.36902
H -1.56877 3.26710 -6.56428
H -3.61689 1.57410 1.04968
H 3.87596 -3.98264 4.66211
O -0.98216 6.70398 -6.12209
S 5.41299 -2.75918 3.41190
H -8.01948 -0.77855 -1.32611
H -8.86562 1.99075 -0.44705
H -5.03018 -7.91293 0.29299
C 1.05594 -0.38534 -0.05154
H 5.55001 -4.53758 4.93335
O 6.78887 -3.35984 2.89423
H 8.60248 4.64340 -1.75662
H -8.13782 -0.41067 1.11256
H -1.72233 -3.36109 0.93860
H -6.10064 -5.77344 -0.42690
H -9.32687 1.20230 -1.92434
H -2.27762 0.80403 3.45346
H -6.22136 -5.29220 4.17982
C 4.82447 -4.22463 4.18773
H -0.05893 1.96810 3.64275
H 6.36338 0.28810 0.63785
H 0.36965 4.19173 -4.36903
H -1.67680 2.77319 -4.88407
S -4.52385 -0.06840 -1.57680
O 5.66865 -1.76623 4.40532
H -7.67930 -6.40973 0.00369
O -4.59481 -4.49660 1.17319
C 0.56504 -1.80706 -0.21593
H -0.84076 3.52377 3.88042
C 10.32985 3.36964 -1.67684
H -1.43047 2.61974 1.18459
H -3.05772 -1.55673 2.44283
H -0.35291 2.22338 -1.99769
C -3.00035 -1.72080 1.36860
C 6.47455 1.09456 -0.08595
H -6.57562 -8.50997 0.87876
O -4.32621 -6.56505 2.51933
S 8.08773 1.77620 0.11637
H -7.13172 0.98950 0.99170
H 3.16718 -0.63781 -0.27031
C -5.68410 -4.59086 3.54730
H 2.48054 2.91513 -0.46523
O 9.04705 0.76915 -0.20757
N 1.05425 0.24851 -1.43434
H 0.52773 4.53087 -6.08415
C 8.31398 -1.47568 2.52170
H -4.80855 -4.20775 4.06713
C -7.79687 0.18065 -0.87407
N 2.55070 1.91362 -0.63778
C -0.99657 -1.80244 -0.27920
O -6.52886 -5.94691 1.60692
C 2.47507 -0.24728 0.46904
H 2.58953 -0.80587 1.38963
H -6.32726 -3.77294 3.23281
O 8.14557 2.48201 1.35717
C 7.54027 -2.62303 1.90701
H 1.89907 1.54310 1.38543
C -7.31721 0.01818 0.54993
H -1.29163 -0.79144 -0.52134
H 0.90839 3.42167 -1.80532
H 0.23349 3.33453 2.53959
N 0.58729 2.46615 -1.71136
H -3.72363 -2.49378 1.16027
C -3.52224 6.79537 -5.52974
H 7.63963 -0.70083 2.88966
H -3.26968 7.05405 -4.50502
C -1.67587 2.39631 2.22011
H -4.24404 0.59211 2.33326
O -2.10651 4.72784 -5.18080
H 0.37336 0.22013 0.53877
H -9.90361 0.52179 -0.39274
N -3.31996 -0.43934 0.70323
H 0.70280 2.87022 -5.51264
```

Properties
frontier orbital gap = 7.1 eV
total charge = +1

# 4
Formula: C28H66B4F16N4O3
Source: OMol25
Level of theory: ωB97M-V/def2-TZVPD

Geometry as XYZ:
```
121
C28H66B4F16N4O3 (ωB97M-V/def2-TZVPD)
H -13.49000 -0.49729 13.23629
C -11.21174 1.99946 17.23182
F -17.98150 -0.49790 17.10187
C -16.56261 2.82752 22.40014
F -9.50044 -1.45788 18.10763
H -19.13187 2.65022 21.20299
H -18.45250 1.03695 21.08413
H -17.14150 1.24116 24.74191
O -14.35968 1.16845 16.66566
H -11.61267 1.63040 16.28781
F -12.74301 2.77693 20.23719
F -14.89218 3.86414 12.63104
H -13.13785 3.60875 14.14744
H -9.87042 -0.46844 23.08966
C -14.41363 -1.20415 17.52547
H -15.93221 -0.23512 18.91372
H -10.12461 -2.61204 20.11283
H -17.97362 3.63124 24.68234
H -17.41625 0.09622 23.33704
F -17.21453 1.64578 17.03690
H -15.96224 3.03592 23.28571
H -16.85510 -1.56826 15.02403
H -16.79450 3.78844 21.94085
C -14.91654 -0.51317 14.97877
H -7.70464 -0.14677 20.93701
H -14.86832 2.55552 21.23376
H -14.37317 0.24703 19.23168
F -8.37146 -1.81919 16.16430
H -16.54182 0.86225 14.59309
F -12.17628 0.52641 20.23539
H -11.31779 4.71716 14.10763
C -8.02083 -0.01424 21.97169
H -16.33777 1.69461 20.53858
O -12.73644 3.60219 15.01948
N -14.78589 -0.16784 16.44206
H -7.26757 -0.13626 23.85759
H -16.24152 -2.26058 17.50629
C -15.32571 -2.93916 15.78215
H -18.66884 0.76322 24.50291
H -10.23292 -0.43410 21.33390
B -13.77408 3.69570 11.91193
H -10.87868 1.16311 17.84638
H -12.79147 -0.14113 14.84906
B -9.62294 -1.78402 16.75893
H -9.09064 2.72155 18.91878
H -14.35722 0.74546 21.81589
H -12.73366 -2.40964 18.19297
H -8.70904 4.23170 18.04321
H -10.98873 3.00205 14.19433
H -8.14070 2.58074 15.79724
H -5.93163 -0.37217 22.78672
F -12.68343 1.53037 22.18572
C -12.16582 -1.98160 22.05479
H -15.95930 -3.82524 15.74292
H -15.05631 1.49054 14.00885
C -18.60043 3.29373 23.85694
H -15.81186 -2.13389 13.87744
F -10.26647 -2.97413 16.56563
N -17.93119 2.20732 22.94042
H -10.97635 4.84832 16.67815
F -13.21680 2.46247 12.20535
H -13.46158 -3.66716 22.11579
C -10.53880 4.13936 15.97528
H -12.61999 -1.98525 16.57011
H -14.79877 -1.44482 19.63774
F -10.35504 -0.85485 16.04606
N -9.52655 -2.17673 22.19967
B -12.10546 1.73414 20.89433
H -8.82560 1.10725 16.71888
H -10.96995 -3.61996 22.55841
H -10.92937 -2.22482 23.76936
C -18.83631 1.77770 21.78563
H -9.45747 1.51630 15.25340
C -11.38503 3.84588 14.75913
F -12.80737 4.58763 12.22768
H -15.84702 0.17622 13.11002
H -8.81322 -2.25416 24.27322
C -14.92024 -0.64011 18.91262
B -18.34314 0.84228 17.20135
H -14.38514 -3.34774 15.41272
H -13.86236 -2.46776 23.44393
F -18.94697 1.00024 18.38726
C -9.46182 -0.59561 22.08718
H -19.66305 1.37377 22.36996
C -15.61595 0.56000 14.10371
F -10.73310 2.10227 20.98091
H -12.08216 -1.94321 20.96868
C -12.96726 -1.58313 17.52186
H -19.62524 3.00401 24.08919
F -19.17804 1.10972 16.15839
O -15.30889 0.75172 21.94191
H -9.59297 4.64386 15.77791
H -9.13317 -3.89876 20.89856
H -14.89396 -3.25401 17.92509
H -18.60267 4.11922 23.14514
H -12.22317 -0.84667 17.82527
H -6.54143 -2.62427 23.80416
C -8.52082 -2.65192 23.30142
C -9.00486 1.99964 16.11921
H -8.58395 -3.73923 23.25811
C -15.20255 -2.46064 17.24434
C -6.99037 -0.59973 22.91077
C -10.93928 -2.54353 22.72704
C -9.32353 -2.82842 20.81963
H -6.74720 -2.66340 22.13411
C -15.77073 1.97525 21.42618
F -14.06760 3.84847 10.55313
H -14.31405 -2.09329 21.83530
C -9.46076 3.45959 18.20715
H -10.20685 4.01712 18.77339
C -13.55336 -2.62164 22.41002
C -15.79884 -1.81651 14.92013
H -13.14219 -1.75424 14.54244
H -8.41696 -2.30967 20.50797
H -12.23010 -0.95004 22.40098
C -7.14789 -2.17090 23.02010
C -13.50153 -0.75530 14.29525
C -17.77768 0.95358 23.90485
N -10.10186 2.94371 16.87530
H -11.92289 2.62740 17.76853
H -8.04323 1.07206 22.05859
```

Properties
frontier orbital gap = 6.5 eV
ΔE to the lowest compared entry with this formula, charge and spin = 99.7 kcal per mole
total charge = 0